(1)
Formula: C25H22AsN5OPRhS6
Source: the OMol25 dataset
Level of theory: ωB97M-V with the def2-TZVPD basis set

Last column: Löwdin charge in e.
Cartesian coordinates (Å):
1 Rh 0.15596 -1.14513 1.16611  0.397
2 S 4.43251 -3.36378 2.29077  -0.064
3 As 3.30230 -2.43320 0.79293  -0.437
4 S 1.16325 -3.22542 0.74726  0.175
5 S 2.44884 -0.46658 1.41069  0.189
6 S 4.18135 -2.41531 -1.07445  0.028
7 O -1.97152 -3.16620 1.38219  -0.056
8 N -1.48686 -2.33560 0.37007  -0.168
9 C -2.41145 -2.09109 -0.46115  -0.092
10 C -2.22818 -1.27143 -1.67643  -0.215
11 C -3.24141 -1.42407 -2.62524  -0.031
12 C -3.20031 -0.74980 -3.83219  -0.055
13 C -2.14480 0.10771 -4.09572  -0.045
14 C -1.14759 0.28645 -3.14946  -0.081
15 C -1.16784 -0.38539 -1.92753  -0.269
16 P 0.23308 -0.02044 -0.77516  0.972
17 C 1.59818 -0.14232 -1.94704  -0.401
18 C 1.68031 -1.30903 -2.70006  -0.164
19 C 2.60486 -1.40851 -3.72618  -0.127
20 C 3.46682 -0.35647 -3.98258  -0.087
21 C 3.41633 0.79270 -3.20408  -0.070
22 C 2.48047 0.90669 -2.18910  -0.079
23 C 0.05563 1.76218 -0.39375  -0.336
24 C -1.00924 2.52530 -0.86745  -0.106
25 C -1.15514 3.85054 -0.48044  -0.079
26 C -0.24441 4.42768 0.38833  -0.078
27 C 0.82225 3.67784 0.86435  -0.062
28 C 0.97038 2.35360 0.48376  -0.128
29 H -1.17448 -3.65146 1.66051  0.041
30 H -3.37098 -2.58043 -0.31028  0.145
31 H -4.06196 -2.09833 -2.41084  0.116
32 H -3.98387 -0.89826 -4.56311  0.111
33 H -2.09450 0.63963 -5.03658  0.114
34 H -0.32312 0.95542 -3.36365  0.122
35 H 1.01867 -2.14134 -2.48822  0.108
36 H 2.66363 -2.31898 -4.30707  0.110
37 H 4.18648 -0.43145 -4.78751  0.107
38 H 4.10394 1.60706 -3.39071  0.106
39 H 2.43386 1.81290 -1.60143  0.099
40 H -1.73270 2.09437 -1.54256  0.087
41 H -1.98976 4.42860 -0.85688  0.106
42 H -0.36395 5.45979 0.69258  0.106
43 H 1.54163 4.11947 1.54160  0.110
44 H 1.79876 1.77598 0.86838  0.005
45 N 1.73670 -3.09104 3.93714  0.072
46 C 1.27378 -1.87276 4.18479  -0.727
47 N 0.34966 -1.26531 3.46253  -0.039
48 C 0.04784 -0.03180 4.01358  -0.374
49 C 0.73193 0.30800 5.12288  -0.351
50 S 1.82227 -0.95593 5.54968  1.064
51 C -0.99370 0.74939 3.36960  -0.329
52 C -1.68089 1.77637 3.90709  -0.338
53 S -2.92199 2.27944 2.82846  1.074
54 C -2.44163 1.05036 1.72348  -0.677
55 N -1.40738 0.34013 2.10654  0.043
56 N -3.10673 0.91747 0.54937  0.129
57 H 1.52515 -3.48498 3.02543  -0.033
58 H 2.62436 -3.37184 4.32062  0.043
59 H 0.68494 1.22547 5.68401  0.076
60 H -1.56708 2.22930 4.87655  0.080
61 H -4.01978 1.32645 0.46430  0.108
62 H -2.91287 0.11742 -0.01874  0.053

Cartesian forces, eV/Å:
0.7 -0.2 -0.3
-0.1 0.1 0.1
0.6 -0.4 0.1
0.0 0.7 -0.4
-0.7 0.4 0.2
0.0 0.0 -0.1
0.2 -0.3 -0.2
-1.3 0.4 1.4
0.4 0.0 -0.7
-0.1 0.1 0.3
0.0 0.0 -0.1
0.0 0.0 0.0
0.1 0.0 0.0
0.0 -0.1 -0.1
0.0 0.1 0.1
0.3 -0.4 -0.1
0.0 -0.1 -0.1
-0.1 0.1 -0.1
-0.1 0.0 -0.1
0.0 0.1 0.0
0.0 0.0 0.0
0.0 0.0 0.0
-0.2 -0.1 0.2
0.1 0.0 -0.1
0.0 0.0 0.0
0.0 0.0 0.0
0.0 0.0 0.0
-0.1 0.1 0.0
0.0 0.1 0.2
0.0 -0.1 -0.1
0.0 0.0 0.0
0.0 0.0 0.0
0.0 0.0 0.0
0.0 0.0 0.0
0.0 0.0 0.0
0.0 0.0 0.0
0.0 0.0 0.0
0.0 0.0 0.0
0.0 0.0 0.0
0.0 0.0 0.0
0.0 0.0 0.0
0.0 0.0 0.0
0.0 0.0 0.0
0.0 0.0 0.0
-0.3 -0.4 0.3
-0.2 0.1 -0.1
-0.1 -0.3 0.0
0.1 -0.1 0.0
0.1 0.1 0.0
0.0 0.0 0.1
0.0 -0.1 0.0
0.0 0.1 0.0
-0.1 0.1 0.1
0.0 -0.1 -0.1
0.3 0.3 -0.3
0.0 0.0 0.2
0.1 0.1 -0.1
0.1 0.1 -0.2
0.0 0.0 0.0
0.0 0.0 0.0
0.0 0.0 0.0
0.0 -0.1 -0.1

For the total energy, the calculation gives -6391.7677 Eh. The spin multiplicity is 1. For the orbital gap, the calculation gives 5.42 eV. For the relative energy (zero: lowest compared OMol25 entry of this formula, charge and spin), the calculation gives 34.2 kcal/mol.


(2)
Formula: C28H28BrCrN2O4Si
Source: the OMol25 dataset
Level of theory: ωB97M-V with the def2-TZVPD basis set

Last column: Mulliken spin population.
Cartesian coordinates (Å):
1 Cr 0.51402 -0.63564 0.31209  1.268
2 Br -2.61685 5.81341 2.27936  0.000
3 C -1.55923 4.30375 1.84362  0.000
4 C -0.15463 4.43066 1.85235  -0.006
5 C 0.63455 3.36449 1.53762  0.014
6 C 0.06852 2.10695 1.19133  -0.013
7 O 0.84811 1.12581 0.91044  0.001
8 C -1.35053 1.99757 1.17097  0.003
9 C -2.01611 0.83080 0.72894  -0.021
10 N -1.43860 -0.24693 0.26035  0.002
11 C -2.22618 -1.28162 -0.29995  -0.004
12 C -3.56881 -1.23613 -0.59516  0.000
13 C -4.21749 -2.35547 -1.15399  -0.001
14 C -3.53807 -3.50705 -1.43160  0.001
15 C -2.15072 -3.57972 -1.17536  0.003
16 C -1.35633 -4.71512 -1.46108  -0.004
17 C -0.01688 -4.68213 -1.20174  0.003
18 C 0.55309 -3.50945 -0.66942  -0.007
19 N -0.16198 -2.44014 -0.39916  -0.041
20 C -1.50588 -2.46173 -0.62292  -0.014
21 C -2.14437 3.12008 1.51645  -0.003
22 H 0.28786 5.38437 2.10669  0.000
23 H 1.71318 3.44369 1.52976  0.000
24 H -3.10236 0.87427 0.74919  0.000
25 H -4.15205 -0.34356 -0.42141  0.001
26 H -5.27541 -2.28569 -1.36927  0.000
27 H -4.04354 -4.36175 -1.86215  0.000
28 H -1.82281 -5.59479 -1.88652  -0.001
29 H 0.62143 -5.52925 -1.40756  0.000
30 H 1.61496 -3.42886 -0.47250  -0.003
31 H -3.22336 3.02788 1.49644  0.000
32 C 1.94287 -0.05777 4.01091  -0.001
33 C 1.75783 -1.25231 3.08913  0.003
34 C 2.00970 -2.57405 3.80419  -0.001
35 O 0.42047 -1.24912 2.54793  0.007
36 C 2.74006 -1.17620 1.89439  0.000
37 O 3.91556 -0.98655 2.11363  -0.001
38 O 2.21227 -1.39210 0.72335  -0.010
39 H 1.38794 -0.20468 4.93995  0.000
40 H 1.57936 0.84501 3.52082  0.001
41 H 2.99929 0.06790 4.24058  0.000
42 H 1.31524 -2.68765 4.64173  0.000
43 H 3.02491 -2.59426 4.19608  0.000
44 H 1.88211 -3.41287 3.11814  0.000
45 H -0.16165 -1.74224 3.13323  0.000
46 C -0.06093 -0.93296 -3.26910  -0.012
47 Si 1.03718 -0.08708 -1.96883  -0.149
48 C 2.83790 -0.48999 -2.35495  0.000
49 C 0.75227 1.77932 -2.12492  0.005
50 C 1.80429 2.69540 -2.17320  -0.008
51 C 1.57117 4.06442 -2.18461  0.002
52 C 0.27306 4.55123 -2.14702  -0.005
53 C -0.79062 3.66066 -2.10692  0.004
54 C -0.54711 2.29536 -2.09785  -0.010
55 H 0.13179 -0.53344 -4.26718  -0.002
56 H -1.12412 -0.79119 -3.05745  0.002
57 H 0.12711 -2.00985 -3.29892  0.001
58 H 3.13882 -0.11081 -3.33509  -0.002
59 H 2.98254 -1.57274 -2.35377  0.002
60 H 3.50317 -0.08358 -1.59268  0.001
61 H 2.82757 2.33668 -2.18781  -0.001
62 H 2.40633 4.75339 -2.22004  0.000
63 H 0.09019 5.61858 -2.14919  0.000
64 H -1.80800 4.03220 -2.07629  0.000
65 H -1.39212 1.61261 -2.06409  -0.002

Cartesian forces, eV/Å:
0.0 0.4 0.3
0.0 0.0 0.0
0.0 -0.1 0.0
0.0 0.0 0.0
0.0 0.0 0.0
-0.1 0.1 0.1
0.0 -0.1 -0.1
0.0 -0.1 0.0
0.1 0.0 -0.1
-0.1 0.0 0.1
-0.2 -0.1 -0.1
0.2 0.0 0.1
0.0 0.0 0.0
-0.1 0.0 0.0
0.0 0.0 0.0
0.1 0.0 0.0
-0.1 0.0 0.0
-0.1 0.1 0.0
0.1 -0.1 0.1
-0.1 0.0 0.0
0.0 0.1 0.0
0.0 0.0 0.0
0.0 0.0 0.0
0.0 0.0 0.0
0.0 0.0 0.0
0.0 0.0 0.0
0.0 0.0 0.0
0.0 0.0 0.0
0.0 0.0 0.0
0.0 0.0 0.0
0.0 0.0 0.0
0.0 0.0 0.0
0.1 0.0 0.0
0.0 0.0 0.0
0.1 0.1 0.0
0.0 0.1 0.1
-0.1 -0.1 0.0
0.1 -0.2 -0.2
0.0 0.0 0.0
0.0 0.0 0.0
0.0 0.0 0.0
0.0 0.0 0.0
0.0 0.0 0.0
0.0 0.0 0.0
-0.1 0.0 -0.1
0.0 0.1 0.1
0.1 0.0 -0.1
-0.1 0.0 -0.1
-0.1 -0.1 -0.1
0.0 0.0 0.1
0.0 0.0 0.0
0.0 0.0 0.0
0.0 0.0 0.0
0.0 -0.1 0.0
0.0 0.0 0.0
0.0 0.0 0.0
0.0 0.0 0.0
0.0 0.0 0.0
0.0 0.0 0.0
0.0 0.0 0.0
0.0 0.0 0.0
0.0 0.0 0.0
0.0 0.0 0.0
0.0 0.0 0.0
0.0 0.0 0.0

For the total energy, the calculation gives -5402.3226 Eh. The spin multiplicity is 2. Its expectation value of S² is 0.7929. For the orbital gap (spin up / spin down), the calculation gives 6.74 / 6.11 eV. For the relative energy (zero: lowest compared OMol25 entry of this formula, charge and spin), the calculation gives 0.0 kcal/mol.